No. 1
A structure of composition C37H38Cl3N3O2P2STi in a non-equilibrium geometry. Source: the OMol25 dataset; level of theory: ωB97M-V/def2-TZVPD.

- Multiplicity: 3
- Energy above the lowest of the compared OMol25 structures with the same formula, charge and spin: 2.702 eV
- ⟨S²⟩: 2.0077
- Electronic energy: -5058.4749 hartree

Atoms and positions in Å:
H (3.1034, -0.9818, -2.2581)
C (-3.2779, -4.6325, -0.8219)
N (-3.2488, 0.7431, -3.5656)
H (-4.3580, -4.6817, -0.9002)
H (2.0301, 4.7335, 1.6243)
C (0.2260, -1.9719, 3.4928)
C (-2.4319, -0.2559, -3.1567)
Cl (1.1325, 3.8429, -1.5410)
P (1.2261, 2.0447, 2.7225)
O (0.9898, 1.2598, -0.0148)
H (-6.3803, -0.1434, -4.6092)
H (-1.5977, -1.1567, -7.5232)
C (5.7668, 2.2767, 1.9584)
C (-1.0045, 6.0386, 2.3468)
H (5.7253, 4.1394, 3.0262)
C (-4.3307, 0.5487, -4.5390)
H (4.9013, -2.0478, -0.9220)
C (3.0164, 2.1827, 2.4259)
H (-5.4377, -0.7768, -3.2463)
C (1.1293, 1.4367, 4.4489)
H (-1.3438, 2.8842, 3.5090)
C (3.6559, 1.1492, 1.7382)
C (-1.1100, -5.5723, -1.2753)
H (-1.9854, 0.3910, -5.6274)
C (5.0250, 1.1938, 1.5099)
C (2.2621, -2.6984, 1.1031)
C (2.8735, -1.4768, -1.3223)
H (0.2694, 1.8919, 4.9406)
C (-0.1555, 1.8917, -0.1806)
C (-1.8484, -1.5669, -6.5413)
H (2.0231, 1.7047, 5.0053)
H (0.9126, -3.2500, 5.1244)
H (3.3085, 4.0388, 3.4747)
H (4.3553, -3.1231, 1.2442)
C (1.2392, -2.1298, 0.3394)
C (1.5600, -1.5073, -0.8747)
H (-0.4952, -6.3580, -1.6995)
H (0.7794, -1.0472, -1.4733)
C (3.7794, 3.2483, 2.9030)
H (0.5738, -4.4448, -0.5585)
H (-2.9127, -1.8156, -6.5281)
C (0.8230, -2.2633, 4.6845)
C (3.8769, -2.0642, -0.5672)
N (-1.9211, -1.0502, -4.1233)
C (-1.2893, -3.4865, -0.0775)
H (-4.0222, -0.1986, -5.2616)
H (-4.4812, 1.4864, -5.0717)
C (1.3023, -1.0282, 5.2296)
H (-3.2897, -2.7591, 0.2263)
H (3.0909, 0.3103, 1.3655)
H (-1.5305, -2.9922, 2.8141)
C (5.1452, 3.2998, 2.6623)
C (0.9746, -0.0485, 4.3429)
Cl (-0.1587, 1.5275, -3.2548)
H (5.5067, 0.3848, 0.9712)
C (3.5724, -2.6701, 0.6482)
H (-6.0179, 0.8938, -3.2227)
Cl (-1.7830, 3.7187, -1.2783)
Ti (0.1568, 0.2600, 1.4013)
S (-2.0553, -0.4741, -1.5344)
C (0.4626, 3.6878, 2.6579)
N (0.3127, -0.6002, 3.2341)
C (-2.4918, -5.6394, -1.3746)
H (-0.4354, -0.3766, -5.4253)
H (2.0426, -3.1596, 2.0566)
H (-2.6166, 4.9743, 3.2917)
H (-1.5740, 6.9527, 2.2236)
C (-0.8663, 3.7587, 3.0870)
H (-2.9585, -6.4743, -1.8853)
H (-1.2834, -2.4953, -6.4132)
O (-1.1218, 1.4910, 0.6006)
C (-1.5081, -0.5655, -5.4481)
C (-2.6810, -3.5582, -0.1772)
H (6.8306, 2.3258, 1.7589)
H (-1.3468, -1.7814, -3.7352)
C (-1.5901, 4.9300, 2.9488)
C (0.2972, 5.9644, 1.8798)
H (-3.4623, 1.3714, -2.8066)
C (1.0297, 4.7903, 2.0289)
H (0.7464, 6.8161, 1.3805)
H (-0.0417, -3.8733, 2.5115)
C (-5.6205, 0.1040, -3.8638)
C (-0.2742, 2.8924, -1.1876)
C (-0.5069, -4.4974, -0.6262)
P (-0.5249, -2.1218, 0.8629)
C (-0.4813, -2.8776, 2.5357)
H (1.8181, -0.8865, 6.1715)

Force components x, y, z for each atom (eV/Å):
-0.025 -0.023 0.038
0.073 -0.005 0.038
-0.436 -0.133 0.021
0.067 0.020 0.001
0.029 0.003 -0.011
-0.087 0.416 0.002
0.125 0.003 -0.093
-0.301 -0.237 0.134
0.648 0.260 0.625
-0.315 0.682 -0.533
0.022 0.036 0.037
-0.008 -0.040 0.077
0.002 -0.010 -0.012
-0.036 0.009 0.017
-0.033 -0.033 -0.011
0.169 0.045 0.280
-0.038 0.006 0.026
0.044 -0.011 -0.129
-0.016 -0.001 -0.019
-0.052 -0.067 -0.106
-0.055 -0.053 0.060
0.066 0.288 0.052
0.060 0.096 0.065
0.012 0.079 0.042
-0.034 -0.019 0.026
0.108 -0.016 0.021
-0.043 0.034 -0.021
-0.081 0.063 0.037
0.019 -0.006 -0.428
-0.002 -0.034 -0.015
0.070 0.080 0.088
-0.028 0.161 -0.049
-0.003 0.021 -0.030
-0.014 0.024 -0.012
-0.071 -0.083 -0.050
-0.049 -0.038 -0.032
-0.024 0.062 0.013
-0.021 0.042 -0.002
0.036 -0.017 0.091
-0.036 -0.024 -0.011
0.060 0.008 -0.033
0.160 0.023 0.187
0.047 -0.033 0.084
-0.005 -0.067 -0.134
-0.214 0.121 -0.100
0.062 -0.034 -0.048
0.011 0.049 -0.099
0.056 -0.296 0.088
-0.019 0.008 -0.024
-0.133 -0.178 -0.118
-0.118 -0.069 0.010
-0.046 -0.002 0.022
-0.272 -0.172 -0.288
0.556 0.366 -0.064
-0.058 0.067 0.034
-0.003 0.041 -0.037
0.013 -0.042 0.009
0.169 -0.102 -0.032
-0.318 -0.627 0.109
-0.519 -0.291 -0.064
-0.113 -0.056 -0.186
0.248 -0.372 0.804
-0.036 0.062 0.035
0.074 0.067 0.032
0.005 0.003 0.007
0.043 -0.014 -0.026
0.034 -0.057 0.009
0.069 0.117 0.043
0.023 0.055 0.038
-0.079 0.063 -0.001
0.241 0.916 -0.691
-0.111 -0.255 0.072
0.125 -0.039 -0.027
-0.035 -0.013 0.027
0.072 -0.008 0.013
0.031 0.006 -0.004
0.077 -0.035 -0.016
-0.066 0.054 0.036
-0.018 0.083 -0.059
-0.031 -0.085 0.041
0.030 -0.091 -0.010
-0.055 0.004 0.002
0.026 0.173 0.321
-0.064 -0.061 -0.068
0.279 -1.068 0.006
0.148 0.232 0.003
-0.088 -0.031 -0.127

Atom charges from the Mulliken analysis, given in e for atoms 1 to 4:
1. H 0.46
2. C -0.82
3. N 0.00
4. H 0.41

=====

No. 2
A structure of composition C40H54As2BrF6MgN2O2S2Si in a non-equilibrium geometry. Source: the OMol25 dataset; level of theory: ωB97M-V/def2-TZVPD.

- Multiplicity: 2
- Energy above the lowest of the compared OMol25 structures with the same formula, charge and spin: 0.214 eV
- ⟨S²⟩: 0.7606
- Electronic energy: -10747.6949 hartree

Atoms and positions in Å:
H (0.0521, 3.6948, 5.5331)
F (1.6655, -5.6665, 0.0032)
F (0.0705, -3.8290, -0.2992)
H (4.5634, 3.0653, 0.7782)
As (1.3156, -4.6303, -1.3196)
F (0.0911, -5.6996, -1.9098)
H (1.1139, 1.1279, 4.3046)
H (1.7651, -2.2056, 4.3179)
H (0.9948, 4.8820, 4.6275)
H (5.4710, 2.0490, 1.9015)
C (4.3343, 3.9131, 3.4507)
C (-3.7656, -2.0104, -4.7115)
C (3.0180, 5.1247, 0.2974)
H (3.2134, -0.6388, -0.2590)
H (3.0314, 4.2885, -0.4046)
C (-0.8594, 3.6304, 2.9973)
H (-1.0179, -4.1505, -6.3876)
C (1.4771, -0.6646, -3.0105)
H (1.0028, 6.2139, 2.8958)
As (-2.6166, -2.2423, -2.0513)
O (-1.0359, -1.7834, -1.8776)
C (-1.7865, -3.3824, -4.5407)
C (-3.4605, -4.8494, 1.0951)
C (4.0248, -0.1945, -2.2011)
C (0.4794, 3.0738, 3.5026)
C (0.3448, -1.7918, 2.7808)
C (-3.2750, -3.6991, 0.3482)
H (-3.7924, 2.5836, -1.9462)
C (-3.0963, -3.8010, -1.0288)
C (1.8241, 5.0236, 1.2582)
C (0.8534, 3.8125, 4.7971)
C (-4.1312, 1.5936, -1.6710)
C (-2.7802, -2.6143, -3.9403)
H (4.5119, 4.7567, 2.7829)
Mg (0.3619, -1.8610, -0.5293)
H (-1.1308, 3.2056, 2.0283)
H (-3.3365, -7.1527, -1.3869)
H (-3.5796, -4.7832, 2.1689)
H (5.3089, 3.5692, 3.8100)
H (-2.7614, -3.0685, -7.7637)
F (2.5209, -5.3706, -2.3132)
F (0.9382, -3.5416, -2.6394)
C (0.5580, 5.2101, 0.4075)
H (-4.5270, -1.4034, -4.2360)
O (2.5553, 0.3916, -6.2253)
Br (1.2718, 1.8478, 0.5169)
H (0.0138, 1.0129, 2.9258)
H (3.7700, 4.2735, 4.3147)
C (-3.7595, -2.1809, -6.0880)
S (-1.4262, -0.7639, 0.9784)
H (0.4405, -0.8196, -3.2822)
H (5.0221, -0.0045, -1.8309)
H (-5.8821, 2.2992, -0.6591)
H (-0.8387, 4.7183, 2.9165)
H (-2.4424, 0.5972, -2.5551)
H (1.9578, 7.1331, 1.7342)
H (4.5667, 1.2457, 3.9440)
H (4.0424, 1.4060, 1.0855)
H (-3.2508, -2.7295, 0.8281)
H (0.9524, -1.4674, -6.7391)
C (3.0162, -0.5398, -1.3189)
C (-2.0229, -1.4566, 3.5557)
C (-3.1328, -5.0395, -1.6568)
C (2.4372, -0.3876, -3.9706)
C (3.6132, 2.7572, 2.7396)
C (-3.3283, -6.1857, -0.9026)
H (-5.3201, -1.9433, -0.6516)
H (-1.7899, -0.7558, 4.3626)
C (-5.3045, 1.4302, -0.9466)
H (-0.5955, 1.5002, 4.5107)
C (-3.8027, -0.7837, -1.6407)
H (-0.3491, 5.2246, 1.0082)
H (4.4908, 0.1179, -4.2884)
H (3.0246, 0.7177, 3.2665)
H (0.4242, -3.3454, 4.2539)
F (2.4454, -3.4414, -0.7584)
H (3.9717, 5.1562, 0.8255)
N (1.7594, -0.7607, -1.7113)
H (0.1668, -1.7396, 4.9427)
C (0.2530, 1.5877, 3.8231)
H (-1.0157, -3.8385, -3.9270)
H (-6.6490, 0.0389, -0.0202)
S (1.6179, -1.7307, 1.6668)
N (1.2210, -1.3850, -5.7741)
H (3.0654, 1.8324, 4.6517)
H (-2.9885, -1.1854, 3.1373)
H (1.7692, 3.4175, 5.2413)
H (2.9372, 6.0459, -0.2876)
C (-1.7871, -3.5519, -5.9160)
H (0.4601, 4.4262, -0.3425)
C (4.4660, 2.2987, 1.5462)
H (2.7684, 6.1048, 2.9190)
H (-2.0855, -2.4564, 3.9933)
C (-4.9863, -0.9526, -0.9367)
H (0.9706, -2.1149, -5.1288)
C (2.0922, -0.4005, -5.4294)
Si (1.8509, 3.3106, 2.1666)
C (-5.7361, 0.1609, -0.5881)
C (-2.7705, -2.9469, -6.6882)
C (3.7348, -0.1244, -3.5528)
H (-4.5191, -1.7075, -6.6959)
C (3.5475, 1.5685, 3.7096)
H (-3.6092, -6.9883, 1.0617)
C (-3.4802, -6.0903, 0.4715)
H (-1.6504, 3.3703, 3.7075)
H (0.6221, 6.1686, -0.1174)
C (0.6930, -2.2893, 4.1607)
C (-0.9608, -1.3967, 2.4849)
C (-3.3775, 0.4856, -2.0176)
C (1.8955, 6.1795, 2.2675)
H (-2.9993, -5.1048, -2.7296)

Force components x, y, z for each atom (eV/Å):
-0.016 -0.005 0.003
-0.073 0.196 -0.113
0.138 0.093 -0.256
0.025 -0.064 -0.002
0.637 -1.797 -0.749
0.004 0.189 0.158
-0.053 -0.027 -0.018
0.007 -0.025 0.051
-0.004 -0.019 0.066
0.007 0.012 0.027
-0.086 0.025 -0.030
-0.036 -0.049 0.161
0.005 -0.052 0.064
-0.015 -0.021 -0.009
0.032 0.018 -0.016
0.076 0.032 -0.037
-0.006 -0.024 0.020
0.064 0.025 -0.197
0.025 0.040 -0.010
-0.608 -0.248 -0.339
-0.002 0.248 -0.217
0.092 -0.097 0.160
-0.042 -0.055 0.026
0.004 0.023 -0.054
0.080 0.057 -0.015
0.569 -0.044 -0.064
-0.018 0.042 -0.001
-0.013 -0.002 -0.009
0.081 0.171 -0.089
-0.001 -0.092 0.130
0.097 0.009 -0.073
0.006 0.029 0.021
-0.014 0.134 0.189
0.027 -0.006 0.059
-0.227 0.729 0.593
-0.030 0.021 0.007
-0.010 0.001 -0.005
-0.016 0.029 -0.007
0.001 -0.025 0.016
-0.017 -0.009 0.001
-0.205 0.128 0.281
-0.132 0.177 0.276
-0.004 -0.050 0.045
-0.007 0.021 -0.051
0.063 -0.020 0.081
0.027 0.150 0.111
0.019 0.062 0.069
0.044 0.026 -0.003
-0.004 -0.011 -0.088
0.079 -0.089 0.226
0.020 -0.113 0.033
-0.001 -0.017 0.014
-0.014 -0.014 0.003
-0.037 -0.022 -0.010
-0.007 0.061 0.032
0.004 0.002 -0.022
0.025 0.008 -0.013
0.014 0.009 -0.013
0.058 0.006 0.037
0.006 -0.005 -0.018
0.059 0.091 0.008
0.131 -0.041 -0.014
0.012 0.103 -0.125
0.025 0.062 0.098
-0.088 0.041 -0.033
0.026 -0.029 -0.011
0.024 0.013 0.028
-0.027 -0.033 0.026
-0.013 -0.008 -0.023
-0.012 0.051 0.023
0.243 -0.101 -0.012
0.005 0.003 -0.064
0.006 0.009 0.005
0.004 -0.017 0.031
-0.014 0.003 0.018
-0.164 0.223 0.110
-0.006 -0.010 -0.064
0.090 -0.040 -0.035
0.021 -0.009 0.005
0.050 -0.013 -0.087
0.025 0.031 -0.069
-0.009 -0.009 -0.022
-0.010 -0.168 0.220
-0.048 0.066 0.016
0.020 -0.049 -0.017
-0.021 -0.017 0.029
-0.036 0.023 0.029
-0.027 0.030 0.021
-0.019 -0.004 -0.021
-0.020 -0.005 -0.016
-0.015 0.073 -0.021
-0.047 0.063 0.006
-0.006 0.027 0.032
-0.028 -0.137 -0.019
-0.010 -0.005 -0.023
-0.067 -0.063 -0.046
-0.089 -0.144 -0.233
-0.020 0.055 0.018
-0.005 0.026 -0.008
-0.081 0.012 0.007
-0.011 0.004 0.018
-0.061 0.036 -0.056
-0.008 0.003 0.001
0.006 -0.011 0.004
0.012 -0.011 0.031
0.032 0.023 0.017
-0.086 0.098 -0.019
-0.539 0.214 -0.291
0.136 -0.061 0.007
-0.003 -0.091 0.064
0.023 -0.082 0.024

Atom charges from the Mulliken analysis, given in e for atoms 1 to 4:
1. H 0.50
2. F -0.51
3. F -0.74
4. H 0.27

=====

No. 3
A cluster of 2 separate species, C4H10N2O3 in total in a non-equilibrium geometry. Source: the OMol25 dataset; level of theory: ωB97M-V/def2-TZVPD.

- Structure (SMILES): C/C(O)=C\O.NC(N)=O
- Multiplicity: 1
- Energy above the lowest of the compared OMol25 structures with the same formula, charge and spin: 3.156 eV
- Electronic energy: -493.5691 hartree

Atoms and positions in Å:
N (1.2758, -1.3806, 0.1206)
H (1.0151, -1.7852, 1.0151)
O (-0.7877, -0.1449, 1.8178)
H (2.1072, -1.8025, -0.2804)
O (-1.7595, -0.8177, -1.5091)
H (-2.4004, 1.5697, 0.1137)
C (1.2990, 0.1077, 0.2229)
C (-0.8342, 0.1548, 0.4553)
H (2.6574, 1.2687, -0.7630)
H (0.0288, 0.3103, 2.1311)
C (-1.2239, -0.9717, -0.2854)
H (-0.8886, 2.2681, 0.7719)
N (1.8663, 0.6708, -0.9453)
H (-0.9789, 1.8091, -0.9121)
H (-2.2006, -1.6299, -1.7841)
C (-1.3118, 1.5336, 0.0871)
H (-1.4124, -1.9149, 0.2115)
H (1.9401, 0.0959, -1.7700)
O (1.6083, 0.6589, 1.3026)

Force components x, y, z for each atom (eV/Å):
-0.407 0.502 -0.239
0.243 0.134 -0.158
0.402 0.443 -0.060
0.151 0.433 0.427
0.239 -0.098 -0.206
-0.053 0.103 0.098
4.293 -1.360 0.214
-2.157 -1.992 -0.630
-0.303 0.080 0.093
-0.183 -0.273 0.034
-0.894 2.742 1.346
-0.068 -0.068 0.080
-1.248 -0.279 0.226
-0.053 -0.030 -0.101
0.249 0.038 -0.041
0.582 -0.017 -0.331
0.638 -0.148 -0.085
-0.145 -0.002 0.143
-1.288 -0.210 -0.809

Atom charges from the Mulliken analysis, given in e for atoms 1 to 4:
1. N -0.62
2. H 0.24
3. O -0.61
4. H 0.23

=====

> Among the records above, which one has the highest electronic energy?

C4H10N2O3

=====

> The lowest energy above the lowest of the compared OMol25 structures with the same formula, charge and spin belongs to which entry?

C40H54As2BrF6MgN2O2S2Si

=====

> energy above the lowest of the compared OMol25 structures with the same formula, charge and spin of number 3 (C4H10N2O3)?

3.156 eV

=====

> The lowest energy above the lowest of the compared OMol25 structures with the same formula, charge and spin belongs to which entry?

C40H54As2BrF6MgN2O2S2Si